No. 1
{
  "formula": "C33H85Li5N7O14",
  "method": "ωB97M-V/def2-TZVPD",
  "e_homo_ev": -13.441,
  "charge": 3,
  "lumo_ev": -11.03,
  "spin_multiplicity": 1,
  "elements": ["Li", "Li", "Li", "Li", "Li", "O", "C", "C", "O", "H", "H", "H", "H", "C", "O", "N", "N", "H", "H", "H", "H", "C", "O", "C", "C", "N", "C", "C", "O", "C", "H", "H", "H", "H", "H", "H", "H", "H", "H", "H", "H", "H", "H", "H", "H", "C", "O", "C", "C", "N", "C", "C", "O", "C", "H", "H", "H", "H", "H", "H", "H", "H", "H", "H", "H", "H", "H", "H", "H", "C", "O", "C", "C", "N", "C", "C", "O", "C", "H", "H", "H", "H", "H", "H", "H", "H", "H", "H", "H", "H", "H", "H", "H", "C", "O", "C", "C", "N", "C", "C", "O", "C", "H", "H", "H", "H", "H", "H", "H", "H", "H", "H", "H", "H", "H", "H", "H", "C", "O", "C", "C", "N", "C", "C", "O", "C", "H", "H", "H", "H", "H", "H", "H", "H", "H", "H", "H", "H", "H", "H", "H", "O", "H", "H"],
  "coordinates": [[23.204, -4.328, 5.004], [21.657, -2.269, 3.269], [22.560, -6.882, 5.224], [22.450, -5.290, 1.881], [22.257, -4.625, 7.736], [21.008, -4.127, 2.751], [20.044, -4.728, 3.611], [20.282, -4.638, 5.111], [21.470, -5.117, 5.762], [20.003, -5.759, 3.232], [19.090, -4.249, 3.397], [19.414, -5.004, 5.669], [20.242, -3.574, 5.392], [15.920, -3.666, 1.023], [16.793, -2.854, 0.671], [14.783, -3.856, 0.328], [16.130, -4.576, 2.020], [14.624, -3.185, -0.407], [14.094, -4.558, 0.509], [15.351, -5.184, 2.194], [17.021, -4.683, 2.445], [16.130, -4.487, 9.915], [16.899, -3.399, 9.489], [17.859, -3.796, 8.561], [18.670, -2.558, 8.127], [19.378, -1.920, 9.232], [19.912, -0.651, 8.800], [20.764, 0.128, 9.826], [21.016, 1.411, 9.320], [22.196, 1.559, 8.553], [15.716, -5.145, 9.137], [15.258, -4.206, 10.503], [16.657, -5.219, 10.543], [17.399, -4.200, 7.651], [18.561, -4.539, 8.966], [17.916, -1.894, 7.683], [19.341, -2.865, 7.316], [18.658, -1.828, 9.944], [19.140, 0.037, 8.425], [20.514, -0.869, 7.905], [21.742, -0.330, 10.014], [20.241, 0.147, 10.782], [22.207, 2.445, 7.927], [22.245, 0.697, 7.872], [23.095, 1.506, 9.169], [17.767, -7.927, 1.646], [18.050, -7.672, 0.291], [19.023, -6.672, 0.056], [19.337, -6.565, -1.426], [20.469, -5.660, -1.576], [20.763, -5.433, -3.025], [21.971, -4.531, -3.172], [21.584, -3.179, -3.100], [22.714, -2.318, -3.050], [16.787, -8.407, 1.685], [17.719, -7.047, 2.293], [18.461, -8.706, 1.978], [19.966, -6.850, 0.593], [18.641, -5.715, 0.428], [18.443, -6.236, -1.966], [19.603, -7.574, -1.745], [20.302, -4.735, -1.182], [19.837, -5.108, -3.501], [21.070, -6.411, -3.404], [22.458, -4.695, -4.142], [22.736, -4.876, -2.462], [22.417, -1.321, -2.731], [23.205, -2.170, -4.016], [23.392, -2.796, -2.334], [17.902, -7.118, 6.855], [17.034, -8.223, 6.916], [16.726, -8.811, 5.675], [15.500, -9.706, 5.940], [15.740, -10.641, 7.033], [16.684, -11.712, 6.667], [16.960, -12.635, 7.828], [17.584, -11.887, 8.861], [18.074, -12.699, 9.901], [18.888, -7.379, 6.461], [18.020, -6.845, 7.906], [17.445, -6.233, 6.400], [17.499, -9.363, 5.129], [16.393, -8.027, 4.977], [15.167, -10.292, 5.080], [14.627, -9.087, 6.152], [16.217, -10.172, 7.795], [17.631, -11.200, 6.437], [16.308, -12.259, 5.802], [17.554, -13.498, 7.506], [16.034, -13.066, 8.227], [18.450, -11.988, 10.643], [18.867, -13.392, 9.610], [17.278, -13.218, 10.446], [22.579, -1.553, 0.400], [22.193, -1.198, 1.719], [21.774, 0.142, 1.867], [21.116, 0.316, 3.226], [20.231, -0.789, 3.660], [19.037, -1.040, 2.766], [17.997, 0.085, 2.911], [17.822, 0.448, 4.242], [17.207, -0.479, 5.095], [21.828, -1.196, -0.301], [22.782, -2.620, 0.293], [23.564, -1.128, 0.176], [21.070, 0.415, 1.072], [22.633, 0.806, 1.728], [20.633, 1.299, 3.208], [21.848, 0.439, 4.032], [19.766, -0.467, 4.505], [18.649, -1.975, 3.176], [19.319, -1.202, 1.727], [17.104, -0.229, 2.358], [18.347, 0.968, 2.372], [16.987, 0.043, 6.022], [17.864, -1.320, 5.389], [16.371, -1.021, 4.643], [20.243, -9.491, 8.763], [20.485, -9.268, 7.400], [21.766, -9.668, 6.960], [21.869, -9.749, 5.444], [21.435, -8.509, 4.741], [21.158, -8.753, 3.310], [22.218, -9.625, 2.612], [21.900, -10.985, 2.773], [22.849, -11.843, 2.169], [19.257, -9.113, 9.041], [20.957, -9.021, 9.446], [20.102, -10.550, 9.007], [21.937, -10.686, 7.325], [22.545, -9.043, 7.426], [21.344, -10.649, 5.125], [22.930, -9.880, 5.224], [20.545, -8.377, 5.228], [21.231, -7.804, 2.766], [20.179, -9.222, 3.225], [23.203, -9.426, 3.062], [22.289, -9.442, 1.536], [23.864, -11.597, 2.488], [22.743, -11.779, 1.078], [22.618, -12.892, 2.343], [19.500, -3.398, 0.010], [19.982, -3.342, 0.844], [18.549, -3.237, 0.216]]
}

---

No. 2
{
  "formula": "C33H87Li5N7O15",
  "method": "ωB97M-V/def2-TZVPD",
  "e_homo_ev": [-11.308, -12.131],
  "charge": 2,
  "lumo_ev": [-6.79, -7.03],
  "spin_multiplicity": 2,
  "elements": ["Li", "Li", "Li", "Li", "Li", "O", "C", "C", "O", "H", "H", "H", "H", "C", "O", "N", "N", "H", "H", "H", "H", "C", "O", "C", "C", "N", "C", "C", "O", "C", "H", "H", "H", "H", "H", "H", "H", "H", "H", "H", "H", "H", "H", "H", "H", "C", "O", "C", "C", "N", "C", "C", "O", "C", "H", "H", "H", "H", "H", "H", "H", "H", "H", "H", "H", "H", "H", "H", "H", "C", "O", "C", "C", "N", "C", "C", "O", "C", "H", "H", "H", "H", "H", "H", "H", "H", "H", "H", "H", "H", "H", "H", "H", "C", "O", "C", "C", "N", "C", "C", "O", "C", "H", "H", "H", "H", "H", "H", "H", "H", "H", "H", "H", "H", "H", "H", "H", "C", "O", "C", "C", "N", "C", "C", "O", "C", "H", "H", "H", "H", "H", "H", "H", "H", "H", "H", "H", "H", "H", "H", "H", "O", "H", "H", "O", "H", "H"],
  "coordinates": [[4.048, -2.243, 0.309], [2.944, -1.927, -2.348], [3.441, -1.516, 3.093], [1.708, -3.695, 0.854], [3.963, 0.976, 1.011], [2.050, -2.143, -0.550], [1.156, -1.089, -0.242], [1.188, -0.374, 1.163], [2.427, -0.082, 1.774], [0.122, -1.409, -0.375], [1.354, -0.369, -1.035], [0.673, -1.035, 1.860], [0.581, 0.531, 1.134], [3.963, 1.708, 5.369], [4.930, 1.682, 6.153], [3.393, 2.821, 4.930], [3.406, 0.673, 4.857], [2.560, 2.866, 4.361], [3.758, 3.709, 5.244], [2.553, 0.796, 4.329], [3.725, -0.246, 5.126], [2.332, 6.067, -1.438], [1.742, 4.871, -1.873], [1.127, 4.199, -0.789], [0.511, 2.848, -1.137], [-0.467, 2.731, -2.245], [-1.116, 1.399, -2.208], [-2.359, 1.361, -3.162], [-1.719, 1.193, -4.480], [-1.577, -0.123, -4.942], [3.263, 5.993, -0.877], [1.597, 6.654, -0.887], [2.568, 6.723, -2.277], [0.334, 4.856, -0.431], [1.880, 3.936, -0.047], [0.199, 2.422, -0.183], [1.300, 2.207, -1.532], [0.065, 2.618, -3.096], [-1.423, 1.078, -1.213], [-0.411, 0.613, -2.477], [-2.907, 2.297, -3.055], [-3.166, 0.704, -2.837], [-2.508, -0.550, -5.314], [-1.094, -0.823, -4.260], [-1.018, -0.161, -5.877], [-1.267, 2.196, 6.129], [-1.966, 1.197, 5.401], [-1.169, 0.597, 4.418], [-1.994, -0.196, 3.351], [-2.776, -1.217, 4.083], [-3.399, -2.160, 3.149], [-4.469, -1.500, 2.297], [-3.930, -0.580, 1.268], [-3.367, -1.194, 0.128], [-1.912, 2.604, 6.908], [-0.777, 2.944, 5.506], [-0.481, 1.690, 6.690], [-0.451, -0.059, 4.910], [-0.715, 1.462, 3.936], [-1.354, -0.622, 2.578], [-2.642, 0.456, 2.765], [-3.523, -0.859, 4.662], [-3.930, -2.906, 3.741], [-2.759, -2.660, 2.423], [-5.177, -1.050, 2.993], [-5.080, -2.278, 1.840], [-2.559, -1.808, 0.526], [-2.788, -0.521, -0.504], [-4.069, -1.704, -0.532], [-1.681, 3.342, 1.968], [-0.675, 4.158, 2.489], [-1.226, 5.351, 3.161], [0.011, 6.316, 3.432], [0.822, 5.657, 4.532], [0.251, 5.952, 5.884], [1.092, 5.378, 7.017], [0.849, 3.989, 7.048], [1.513, 3.210, 8.068], [-2.454, 3.021, 2.666], [-1.184, 2.421, 1.661], [-2.220, 3.803, 1.140], [-1.888, 5.067, 3.980], [-1.855, 5.793, 2.388], [-0.459, 7.272, 3.663], [0.618, 6.379, 2.529], [0.821, 4.656, 4.399], [-0.786, 5.616, 5.893], [0.153, 7.019, 6.084], [0.804, 5.820, 7.971], [2.115, 5.727, 6.874], [2.025, 2.348, 7.640], [0.898, 2.887, 8.908], [2.245, 3.883, 8.514], [1.932, -4.887, -3.712], [2.281, -3.484, -3.542], [1.898, -2.723, -4.704], [2.942, -1.657, -5.104], [3.058, -0.684, -4.074], [2.015, 0.307, -3.897], [1.692, 1.178, -5.099], [1.211, 2.446, -4.629], [1.099, 3.482, -5.614], [0.859, -5.005, -3.857], [2.132, -5.383, -2.762], [2.391, -5.268, -4.624], [0.975, -2.244, -4.378], [1.756, -3.360, -5.577], [2.665, -1.179, -6.044], [3.923, -2.068, -5.342], [3.954, -0.223, -4.137], [2.197, 0.909, -3.007], [1.129, -0.175, -3.483], [1.004, 0.663, -5.770], [2.639, 1.283, -5.627], [0.617, 3.032, -6.482], [2.091, 3.846, -5.882], [0.484, 4.266, -5.171], [0.690, -7.992, -5.441], [-0.317, -8.005, -4.377], [-1.582, -8.568, -4.765], [-2.764, -8.362, -3.808], [-3.346, -7.011, -3.957], [-2.423, -5.909, -3.713], [-3.096, -4.574, -3.708], [-2.207, -3.462, -3.516], [-1.771, -3.212, -2.167], [1.713, -7.684, -5.228], [0.277, -7.248, -6.122], [0.691, -8.994, -5.870], [-1.490, -9.550, -5.230], [-1.807, -7.918, -5.611], [-2.510, -8.593, -2.773], [-3.605, -8.978, -4.126], [-4.186, -6.942, -3.400], [-1.585, -5.885, -4.410], [-2.047, -6.131, -2.714], [-3.876, -4.586, -2.947], [-3.663, -4.358, -4.614], [-1.636, -2.130, -2.159], [-0.917, -3.773, -1.787], [-2.575, -3.461, -1.475], [1.858, -2.223, 4.188], [0.909, -2.176, 4.304], [1.981, -2.846, 3.472], [1.675, 2.764, 2.636], [1.512, 1.885, 2.293], [0.826, 3.203, 2.584]]
}

---

no.,electronic energy (Ha)
1,-2781.68146
2,-2858.37324